Record 1
Density functional theory data (wB97M-V/def2-TZVPD) for a molecular structure, C23H38Cl2N6O3P2SeSiTi at a distorted geometry.

HOMO level (alpha / beta)	-0.9 / -0.9	eV
energy relative to the best compared isomer or geometry (same formula, charge and spin)	90.0	kcal per mole
total charge	-2

```
77
Properties=species:S:1:pos:R:3:forces:R:3
Ti -0.6119 0.1751 -0.3181 2.57 0.79 0.25
C -2.6979 -0.7484 2.0382 -0.21 0.05 -0.25
N -3.7152 -0.2441 1.1316 -0.02 -0.05 0.10
C -4.9562 0.0627 1.8082 0.05 0.18 -0.05
P -3.7760 -0.7794 -0.4596 0.23 -0.40 -0.17
O -2.3209 -0.7628 -0.9705 -0.74 0.24 0.10
O -4.8599 -0.0907 -1.1945 0.00 0.00 0.03
P -2.5742 2.4346 -0.9106 0.18 0.03 0.26
O -1.4760 1.8230 0.1087 -0.91 -0.10 -0.62
N -2.5239 4.0842 -0.5256 0.06 0.17 -0.08
C -1.3111 4.8699 -0.5604 -0.02 0.00 0.12
C -3.7457 4.8393 -0.4796 0.01 -0.01 0.08
N -1.5836 2.5318 -2.3910 -0.05 -0.20 0.05
C -0.9743 1.3459 -2.9874 -0.55 0.48 0.12
C -2.2571 3.2884 -3.4291 0.12 0.03 -0.01
N -4.1325 -2.4480 -0.3374 -0.03 -0.08 -0.28
C -3.5603 -3.3241 -1.3501 0.00 -0.03 0.09
C -5.5534 -2.7232 -0.1823 0.07 -0.04 0.11
H -2.5551 -0.0376 2.8551 0.00 0.02 0.00
H -1.7315 -0.8696 1.5348 -0.15 -0.18 0.12
H -2.9718 -1.7304 2.4478 0.06 -0.01 0.04
H -4.7898 0.8626 2.5381 0.00 0.00 0.00
H -5.3609 -0.8057 2.3524 -0.01 0.00 0.00
H -5.6886 0.4059 1.0795 0.00 0.00 0.00
H -0.4483 4.2140 -0.6441 0.00 -0.01 0.00
H -1.2017 5.4634 0.3555 -0.01 0.01 0.00
H -1.3046 5.5629 -1.4154 0.01 -0.01 -0.02
H -4.5969 4.1633 -0.5774 0.00 0.00 0.00
H -3.8004 5.5845 -1.2903 -0.01 -0.01 -0.02
H -3.8481 5.3865 0.4680 0.01 0.02 0.00
H -0.5218 0.6859 -2.2517 0.36 0.05 -0.32
H -0.1433 1.6418 -3.6310 0.06 -0.05 0.03
H -1.6915 0.7436 -3.5611 -0.01 -0.06 0.04
H -2.8547 4.0864 -2.9862 0.02 0.02 -0.01
H -2.9267 2.6650 -4.0430 -0.03 0.01 0.02
H -1.5196 3.7502 -4.0962 -0.01 -0.02 -0.02
H -2.5302 -3.0510 -1.5465 0.02 -0.02 0.03
H -4.1242 -3.2796 -2.2946 0.01 0.02 -0.01
H -3.5784 -4.3588 -0.9926 -0.02 -0.01 0.00
H -6.0342 -1.9641 0.4307 0.01 -0.02 0.04
H -5.6907 -3.6991 0.2963 -0.01 -0.01 -0.01
H -6.0730 -2.7336 -1.1502 -0.01 0.03 -0.01
Se 2.6348 -0.2895 -2.3640 0.66 -0.56 -0.65
C 4.0097 -0.3744 -1.1608 -0.15 -0.02 -0.14
N 4.8993 -0.4243 -0.4139 -0.01 0.05 0.02
Cl 0.3153 1.0351 2.5194 0.05 0.03 0.15
C 1.1480 2.3159 1.6664 -0.06 -0.14 -0.02
C 1.5061 3.4488 2.3569 0.10 0.00 0.05
C 2.1538 4.4778 1.6833 0.00 -0.07 -0.03
C 2.3645 4.3425 0.3199 -0.05 0.06 0.01
C 1.9596 3.2086 -0.3641 0.03 0.05 -0.16
Cl 2.1391 3.2264 -2.0949 -0.04 -0.03 0.07
C 1.3671 2.0949 0.2774 0.26 -0.17 0.18
N 0.9983 0.9256 -0.2697 -1.67 0.15 0.46
H 1.2832 3.5231 3.4133 0.01 -0.02 0.00
H 2.4821 5.3646 2.2091 -0.03 0.02 -0.01
H 2.8350 5.1382 -0.2434 -0.01 -0.01 -0.02
C 0.1256 -2.9767 -1.8720 0.01 0.12 -0.18
Si 0.2609 -2.3082 -0.0884 -0.13 -0.48 0.24
C -0.8036 -3.5637 0.8962 -0.18 0.09 0.11
C 1.9926 -2.8106 0.5000 0.15 0.25 0.04
C 2.8207 -3.6796 -0.2118 -0.01 -0.01 0.01
C 4.0556 -4.0749 0.2855 -0.02 -0.05 0.05
C 4.4972 -3.6030 1.5130 -0.02 -0.02 0.00
C 3.7072 -2.7111 2.2232 -0.01 -0.05 0.02
C 2.4764 -2.3197 1.7156 0.00 -0.02 -0.01
H -0.0105 -4.0642 -1.8888 -0.02 0.01 0.05
H 1.0276 -2.7171 -2.4289 0.01 -0.01 0.02
H -0.7142 -2.5222 -2.4055 0.00 -0.03 0.00
H -0.6322 -4.5779 0.5194 0.05 0.00 0.03
H -1.8727 -3.3469 0.8165 0.01 -0.03 -0.01
H -0.5406 -3.5499 1.9591 0.01 0.01 -0.01
H 2.5079 -4.0364 -1.1866 -0.01 -0.02 0.01
H 4.6804 -4.7493 -0.2901 0.01 0.03 -0.03
H 5.4627 -3.9079 1.9009 0.02 0.03 -0.02
H 4.0602 -2.3069 3.1654 0.00 0.03 -0.01
H 1.8880 -1.5882 2.2622 -0.01 -0.02 0.01
```
Forces are in eV/Å.

***

Record 2
Density functional theory data (wB97M-V/def2-TZVPD) for 2 unconnected molecules or ions with the total composition C23H38F2IN6O10P2S2 at a distorted geometry.

HOMO level	-11.2	eV
total charge	+1

```
84
Properties=species:S:1:pos:R:3:forces:R:3
O 0.1522 -2.2690 3.7689 -0.25 0.98 -1.70
P 0.3147 -1.2003 2.7535 1.96 -2.39 4.91
O 0.1221 0.2472 3.5893 0.51 -1.03 -2.50
O 1.8793 -1.2366 2.2356 -2.06 1.36 -0.23
N -0.9133 -1.4426 1.5360 0.25 3.00 1.45
C -1.7083 -0.2125 1.4302 2.27 -1.30 -3.73
N -2.5913 0.2257 2.3070 0.78 0.18 -1.25
C -2.8455 -0.5455 3.5656 -0.53 -1.12 1.46
C -4.3523 -0.5550 4.0567 0.13 -0.32 0.85
C -4.3907 0.1379 5.4730 1.03 -0.33 -0.14
I -6.3032 -0.0651 6.4722 0.76 0.08 -0.41
P -3.4626 1.7148 1.9831 -3.29 3.21 2.14
O -3.8946 2.4051 3.2165 1.24 -1.44 -0.92
O -2.6027 2.8065 1.0899 -1.36 -2.64 -0.45
O -4.8615 1.2694 1.1838 3.16 -0.69 0.04
N -1.3407 0.3101 0.1900 -2.31 -0.28 2.04
C -0.4156 -0.5356 -0.6722 -2.13 0.22 0.38
C 1.0127 0.1462 -0.6227 0.94 0.08 0.31
C 1.1276 1.4184 0.3153 0.74 0.45 -0.69
C 0.5749 2.7481 -0.3591 0.69 -1.04 0.99
F 1.4173 2.9968 -1.4668 -1.12 -0.21 0.70
C -1.1986 -0.5857 -2.0547 0.40 0.20 -1.19
C -0.8648 0.6080 -3.0363 0.97 -0.65 -1.10
C 0.2939 0.1666 -4.0489 0.63 -0.01 0.45
C 1.0899 1.3947 -4.6582 -0.09 -0.37 0.23
C 2.5285 1.6091 -4.0361 0.46 0.89 -0.83
C 3.7141 1.4783 -5.0932 0.45 0.44 1.00
C 5.0807 1.0925 -4.3635 -0.64 -0.84 -0.47
S 6.0786 2.5733 -3.8924 0.30 -0.42 1.54
C 6.3581 2.4276 -2.1066 -0.83 1.12 3.28
N 5.9349 3.2982 -1.1508 -0.11 -0.90 -2.56
N 6.2843 2.8582 0.0685 1.90 -2.56 0.24
C 6.9818 1.6970 -0.0870 -2.35 3.43 -1.15
O 7.0181 1.4328 -1.4240 0.81 -1.32 -0.43
C -0.5686 -1.8744 0.1797 1.49 -1.63 -0.63
C 0.5706 -2.9439 -0.0135 2.28 -0.72 -0.92
C 1.3946 -2.9653 -1.2575 -0.04 -2.39 3.20
C 2.3609 -4.0609 -1.2550 -0.34 0.64 -0.28
C 2.5576 -5.0144 -0.1665 -1.31 1.93 -0.76
N 1.7880 -4.9633 0.9531 0.16 1.05 -1.83
C 0.8571 -3.9842 0.9684 -1.32 1.23 0.20
S -2.0649 -2.9430 -0.2516 -2.46 -1.46 -1.54
O -3.2977 -2.1738 -0.2914 1.49 -0.18 1.07
O -1.8229 -3.7867 -1.3917 0.43 0.94 1.48
F -2.1835 -3.9460 1.0476 0.52 1.77 -1.52
H 0.9758 0.7255 3.6116 -0.57 -0.06 0.18
H 2.2365 -0.3369 2.0935 0.06 -0.52 -0.21
H -2.5336 -1.6183 3.4083 -0.18 1.24 -0.29
H -2.1967 -0.1833 4.4142 -0.54 0.06 -1.21
H -5.0923 -0.1438 3.3278 0.69 -0.13 0.67
H -4.6298 -1.6335 4.2321 0.21 1.08 -0.35
H -4.0386 1.2005 5.4678 -0.77 -0.86 -0.22
H -3.6506 -0.4196 6.1187 -0.98 0.49 -0.53
H -3.1331 2.9435 0.2714 0.51 0.30 0.35
H -4.8175 0.3043 0.9945 -0.40 0.59 -0.18
H -2.1074 0.7723 -0.2997 0.62 0.19 -0.02
H 1.8012 -0.5799 -0.2687 -1.06 0.51 -0.41
H 1.3811 0.4830 -1.6334 -0.75 -0.47 0.95
H 0.7379 1.2718 1.3549 -0.01 0.24 -1.00
H 2.2386 1.6100 0.4301 -1.08 -0.19 -0.13
H 0.7058 3.5889 0.3655 -0.34 -0.56 -0.75
H -0.4966 2.6025 -0.6658 1.15 0.51 0.02
H -0.9396 -1.5353 -2.6100 -0.32 0.89 0.70
H -2.3186 -0.5867 -1.9202 1.25 -0.30 0.36
H -0.4855 1.5345 -2.5348 -0.60 -0.74 -0.21
H -1.7553 0.8548 -3.6823 0.76 -0.12 0.96
H -0.0932 -0.5213 -4.8492 0.11 0.74 0.78
H 1.0561 -0.4472 -3.4758 -0.84 0.47 -0.56
H 0.4777 2.3137 -4.4353 0.60 -0.81 -0.66
H 1.2164 1.2388 -5.7683 -0.36 0.41 1.12
H 2.7729 0.9270 -3.1803 -0.49 0.54 -0.62
H 2.5725 2.6805 -3.6877 0.07 -1.28 0.09
H 3.4920 0.7338 -5.9064 0.23 0.69 0.82
H 3.9007 2.4998 -5.5332 -0.43 -1.15 0.01
H 4.8843 0.4593 -3.4561 0.30 0.61 -0.85
H 5.6975 0.5015 -5.0873 -0.37 0.50 0.79
H 7.4125 1.0957 0.7402 -0.26 0.27 -1.31
H 1.2735 -2.2390 -2.0883 0.22 -0.78 0.66
H 3.0050 -4.1797 -2.1640 -0.65 0.14 1.00
H 3.3475 -5.7896 -0.2594 -0.76 0.62 0.21
H 0.1990 -3.9681 1.8810 0.87 -0.14 -0.87
O -9.9252 1.1395 6.8558 0.12 0.06 -0.06
H -9.0130 0.8817 6.6797 -0.13 0.07 -0.02
H -9.9669 2.0607 6.5751 -0.04 -0.07 0.05
```
Forces are in eV/Å.

***

Record 3
Density functional theory data (wB97M-V/def2-TZVPD) for C23H38O in the gas phase.

HOMO level	-8.5	eV
energy relative to the best compared isomer or geometry (same formula, charge and spin)	6.3	kcal per mole
structure (SMILES)	CC(=O)CC/C=C(\C)CC/C=C(\C)CC/C=C(\C)CCC=C(C)C

```
62
Properties=species:S:1:pos:R:3:forces:R:3
C 6.9804 2.1235 3.0179 0.20 -0.28 0.12
C 6.2952 1.1465 2.0964 -0.04 0.42 -0.05
O 6.6568 0.0040 1.9706 0.02 -0.18 -0.03
C 5.0969 1.7044 1.3606 -0.14 -0.36 0.02
C 3.8303 1.4325 2.1826 0.01 0.02 -0.06
C 2.5958 1.9302 1.4900 0.02 -0.01 0.16
C 1.3601 1.7273 1.9331 -0.02 0.22 -0.11
C 1.0924 0.9554 3.1926 0.11 0.01 -0.06
C 0.1599 2.2088 1.1714 0.12 -0.26 -0.11
C -0.5320 1.0311 0.4618 -0.11 0.31 0.01
C -1.7286 1.4883 -0.3105 0.10 -0.09 0.10
C -2.9994 1.2192 -0.0344 -0.10 0.25 -0.09
C -3.4275 0.3731 1.1333 0.13 0.02 -0.07
C -4.1098 1.7238 -0.9144 0.00 -0.10 -0.01
C -4.7885 0.5756 -1.6831 0.08 0.08 -0.02
C -3.7976 -0.1233 -2.5585 -0.22 -0.05 0.08
C -3.4320 -1.3993 -2.5424 -0.05 -0.11 -0.14
C -4.0003 -2.4591 -1.6473 -0.06 0.22 0.03
C -2.3490 -1.8827 -3.4776 0.18 0.27 -0.10
C -0.9583 -1.3835 -3.0432 -0.03 -0.26 -0.03
C -0.6394 -1.7947 -1.6412 -0.01 0.10 -0.20
C 0.3402 -2.5787 -1.2089 0.11 -0.12 0.19
C 0.5168 -2.8531 0.2580 -0.12 0.08 -0.13
C 1.3679 -3.2490 -2.0718 -0.17 0.15 -0.08
H 7.6888 1.6084 3.6611 0.01 -0.02 0.02
H 7.5164 2.8548 2.4148 0.01 0.12 -0.05
H 6.2474 2.6557 3.6193 -0.07 0.12 0.05
H 5.2098 2.7774 1.2016 0.01 0.04 -0.04
H 5.0039 1.1996 0.3976 0.06 0.04 -0.01
H 3.9185 1.9115 3.1643 0.02 -0.06 0.06
H 3.7467 0.3562 2.3606 0.07 0.01 0.06
H 2.7536 2.4874 0.5774 -0.07 0.14 -0.19
H 1.3970 -0.0849 3.0764 -0.02 -0.13 0.08
H 0.0369 0.9795 3.4490 -0.09 -0.04 0.07
H 1.6601 1.3704 4.0249 0.02 -0.02 0.12
H 0.4578 2.9490 0.4268 -0.02 0.06 0.00
H -0.5518 2.6807 1.8537 -0.03 0.06 -0.01
H 0.1863 0.5759 -0.2251 0.03 -0.09 0.06
H -0.8110 0.2794 1.1985 0.02 -0.15 0.03
H -1.4984 2.1125 -1.1649 -0.08 0.12 -0.18
H -4.4936 0.4846 1.3157 -0.09 -0.03 0.06
H -3.2244 -0.6801 0.9394 -0.04 -0.16 0.05
H -2.8970 0.6574 2.0397 0.02 -0.05 0.11
H -4.8608 2.2324 -0.3029 0.00 0.07 -0.02
H -3.7122 2.4450 -1.6311 -0.01 0.05 0.00
H -5.2516 -0.1134 -0.9785 -0.09 -0.02 0.00
H -5.5828 0.9990 -2.3060 -0.06 -0.04 0.08
H -3.3126 0.5349 -3.2704 0.16 0.05 -0.17
H -4.6538 -2.0529 -0.8817 -0.08 -0.03 0.10
H -3.1921 -3.0079 -1.1648 0.05 -0.10 0.05
H -4.5738 -3.1711 -2.2425 -0.02 -0.11 0.00
H -2.5424 -1.5224 -4.4911 -0.03 -0.08 -0.01
H -2.3409 -2.9736 -3.5016 -0.01 -0.04 -0.06
H -0.9582 -0.2907 -3.0836 0.01 0.03 -0.09
H -0.2132 -1.7474 -3.7508 0.05 0.07 -0.01
H -1.3160 -1.3665 -0.9135 -0.06 0.04 0.25
H -0.2480 -2.3540 0.8473 -0.06 0.04 0.10
H 0.4665 -3.9240 0.4545 0.03 -0.09 0.07
H 1.4945 -2.5031 0.5895 0.12 0.00 0.09
H 1.1704 -3.1163 -3.1305 0.05 -0.03 -0.10
H 1.3927 -4.3171 -1.8571 0.05 -0.09 0.00
H 2.3568 -2.8464 -1.8514 0.12 -0.03 0.00
```
Forces are in eV/Å.